No. 1
C6H10N2 | the ωB97M-V functional and the def2-TZVPD basis

Computed properties:
Energy relative to the best compared isomer or geometry (same formula, charge and spin) ... 123.4 kcal per mole
Total charge ... 0
Structure (SMILES) ... N[C@@]12C[C@@H]1CN1C[C@@H]12

Each line ends with the natural charge from an NBO analysis.
Element x y z (Å)
1 N 1.89 -0.95 -0.53  -0.856
2 C 0.79 -0.19 -0.09  0.074
3 C 0.89 0.74 1.05  -0.423
4 C 0.42 1.20 -0.26  -0.249
5 C -1.11 1.23 -0.55  -0.229
6 N -1.49 -0.10 -0.53  -0.425
7 C -1.71 -1.07 0.52  -0.228
8 C -0.42 -1.12 -0.26  -0.080
9 H 2.88 -0.90 0.22  0.358
10 H 2.33 -1.05 -1.50  0.391
11 H 0.26 0.43 1.86  0.224
12 H 1.85 1.23 1.28  0.225
13 H 1.19 1.69 -0.86  0.231
14 H -1.87 1.77 -0.05  0.216
15 H -1.45 1.73 -1.55  0.192
16 H -1.62 -0.78 1.56  0.169
17 H -2.44 -1.78 0.35  0.194
18 H -0.38 -2.10 -0.65  0.216

No. 2
C3H7O2P | the ωB97M-V functional and the def2-TZVPD basis

Computed properties:
Energy relative to the best compared isomer or geometry (same formula, charge and spin) ... 0.0 kcal per mole
Total charge ... 0
2S+1 ... 3

Each line ends with the natural charge from an NBO analysis.
Element x y z (Å)
1 C 0.27 -0.91 0.50  -0.083
2 C -0.97 -0.05 0.57  -0.414
3 C -1.16 0.61 -0.80  -0.632
4 O 1.27 -0.31 -0.29  -0.727
5 O 3.42 0.92 -0.62  -0.816
6 P 2.62 0.31 0.46  1.241
7 H 0.20 -1.87 0.13  0.187
8 H -1.82 -0.77 0.83  0.210
9 H -0.83 0.63 1.38  0.209
10 H -1.10 0.07 -1.69  0.217
11 H -0.36 1.28 -0.98  0.218
12 H -2.02 1.24 -0.99  0.213
13 H 0.48 -1.15 1.51  0.178

No. 3
C27H36NO14 | the ωB97M-V functional and the def2-TZVPD basis

Computed properties:
Total charge ... -1

Each line ends with the Löwdin charge.
Element x y z (Å)
1 O 29.53 20.20 9.68  0.148
2 H 30.22 20.34 10.43  0.091
3 H 28.76 19.73 10.07  0.099
4 H 29.92 19.67 8.91  0.093
5 C 28.95 20.94 14.50  -0.006
6 C 29.31 20.70 13.17  -0.347
7 C 30.78 20.30 12.86  -0.330
8 O 31.13 19.97 11.68  -0.090
9 C 31.64 20.22 13.96  -0.020
10 C 31.27 20.48 15.29  -0.373
11 C 29.82 20.79 15.59  -0.385
12 O 29.35 20.88 16.74  0.013
13 O 32.14 20.42 16.18  0.029
14 O 28.56 20.91 12.17  -0.086
15 H 27.88 20.99 14.69  0.107
16 H 32.67 20.00 13.74  0.107
17 C 31.89 22.64 8.38  -0.090
18 O 31.82 21.25 8.52  -0.175
19 C 32.16 20.56 7.35  -0.237
20 C 31.86 19.09 7.41  -0.182
21 N 30.43 18.83 7.43  -0.063
22 C 30.14 17.42 7.42  -0.181
23 C 30.54 16.73 8.73  -0.211
24 O 29.76 17.37 9.73  -0.190
25 C 30.01 16.82 11.02  -0.062
26 H 31.87 23.14 9.35  0.072
27 H 31.07 23.03 7.77  0.099
28 H 32.84 22.93 7.90  0.094
29 H 33.21 20.75 7.06  0.130
30 H 31.68 21.06 6.49  0.124
31 H 32.39 18.69 8.27  0.095
32 H 32.40 18.65 6.56  0.129
33 H 29.96 19.34 6.70  0.136
34 H 30.56 16.90 6.55  0.119
35 H 29.07 17.18 7.36  0.124
36 H 31.61 16.70 8.95  0.097
37 H 30.26 15.67 8.72  0.125
38 H 29.34 17.35 11.69  0.096
39 H 31.05 17.01 11.28  0.059
40 H 29.84 15.74 11.10  0.089
41 C 24.87 18.07 10.75  -0.014
42 C 23.48 18.09 10.85  -0.026
43 C 22.83 19.19 11.41  -0.344
44 C 23.56 20.31 11.75  -0.015
45 C 24.94 20.32 11.59  -0.003
46 C 25.59 19.23 11.05  -0.316
47 O 26.94 19.19 10.93  0.004
48 O 21.49 19.15 11.66  0.016
49 H 25.35 17.14 10.49  0.112
50 H 23.01 17.13 10.65  0.108
51 H 23.15 21.16 12.28  0.116
52 H 25.54 21.15 11.95  0.121
53 H 27.40 19.84 11.51  0.045
54 H 20.88 18.97 10.94  0.095
55 C 33.96 15.57 9.78  -0.026
56 C 33.98 16.96 9.62  -0.048
57 C 33.56 17.78 10.65  -0.339
58 C 33.25 17.21 11.89  -0.016
59 C 33.22 15.83 12.03  -0.021
60 C 33.47 15.00 10.94  -0.336
61 O 33.34 13.63 11.10  0.012
62 O 33.40 19.11 10.43  0.025
63 H 34.19 14.93 8.93  0.114
64 H 34.28 17.31 8.64  0.114
65 H 33.07 17.89 12.71  0.116
66 H 33.00 15.40 13.00  0.124
67 H 32.40 13.41 11.08  0.097
68 H 32.58 19.39 10.93  0.063
69 C 30.58 23.80 11.76  -0.116
70 C 31.66 23.51 12.79  -0.102
71 O 32.57 24.58 12.62  0.083
72 C 31.96 25.58 11.96  -0.589
73 O 32.40 26.67 11.80  0.141
74 O 30.77 25.18 11.48  0.071
75 H 29.57 23.57 12.11  0.130
76 H 30.72 23.11 10.92  0.100
77 H 32.10 22.53 12.62  0.116
78 H 31.23 23.46 13.80  0.138

No. 4
C27H10F15GeIN3O3PmS | the ωB97M-V functional and the def2-TZVPD basis

Computed properties:
Energy relative to the best compared isomer or geometry (same formula, charge and spin) ... 13.9 kcal per mole
Total charge ... 0
2S+1 ... 5

Each line ends with the Löwdin charge.
Element x y z (Å)
1 Pm -0.95 2.29 -0.11  1.550
2 N -3.07 1.18 -0.90  -0.097
3 C -4.16 2.13 -0.88  -0.202
4 C -3.92 3.58 -0.59  -0.600
5 O -4.88 4.32 -0.67  0.041
6 N -2.64 3.91 -0.25  -0.161
7 C -2.17 5.26 0.06  -0.144
8 C -0.70 5.36 -0.24  -0.577
9 O -0.01 6.37 -0.08  0.043
10 O -0.12 4.24 -0.76  -0.308
11 H -2.86 0.85 -1.86  0.110
12 H -3.27 0.40 -0.26  0.054
13 H -4.93 1.81 -0.14  0.143
14 H -4.74 2.15 -1.87  0.154
15 H -2.53 5.69 1.01  0.139
16 H -2.67 5.88 -0.73  0.143
17 F 2.46 -3.11 -0.99  0.068
18 C 2.24 -1.89 -1.60  -0.174
19 C 1.13 -1.11 -1.27  -0.125
20 C 0.94 -0.01 -2.09  -0.110
21 F 0.07 1.09 -1.69  -0.146
22 C 1.70 0.19 -3.22  -0.109
23 F 1.43 1.17 -4.13  0.116
24 C 2.81 -0.61 -3.43  -0.137
25 F 3.55 -0.34 -4.49  0.156
26 C 3.19 -1.61 -2.57  -0.087
27 F 4.35 -2.31 -2.78  0.127
28 Ge -0.19 -1.58 0.16  0.730
29 S -0.73 0.13 1.42  0.204
30 C 0.83 -2.72 1.43  -0.162
31 C 2.05 -2.25 1.95  -0.201
32 F 2.70 -1.21 1.38  0.072
33 C 2.61 -2.90 3.09  -0.109
34 F 3.81 -2.49 3.57  0.105
35 C 1.89 -3.86 3.76  -0.125
36 F 2.29 -4.30 4.95  0.138
37 C 0.76 -4.44 3.15  -0.122
38 F 0.17 -5.44 3.82  0.126
39 C 0.19 -3.73 2.12  -0.202
40 F -1.13 -4.01 1.89  0.071
41 C -1.60 -2.71 -0.80  -0.103
42 C -2.93 -2.44 -0.71  -0.254
43 F -3.35 -1.50 0.16  0.045
44 C -3.90 -3.14 -1.38  -0.121
45 F -5.14 -2.60 -1.43  0.116
46 C -3.53 -4.18 -2.25  -0.077
47 F -4.51 -4.89 -2.87  0.122
48 C -2.15 -4.49 -2.31  -0.140
49 F -1.82 -5.42 -3.18  0.134
50 C -1.17 -3.82 -1.56  -0.203
51 F 0.07 -4.32 -1.66  0.116
52 I 4.22 5.88 1.42  0.933
53 C 3.55 3.97 1.81  -0.731
54 C 4.16 3.02 2.60  -0.120
55 C 3.53 1.80 2.66  -0.049
56 C 2.24 1.56 2.09  -0.145
57 N 1.66 2.48 1.29  0.005
58 C 2.40 3.62 1.11  -0.213
59 H 5.02 3.19 3.25  0.117
60 H 4.06 0.91 2.98  0.100
61 H 1.66 0.66 2.24  0.023
62 H 2.00 4.32 0.40  0.056

No. 5
C22H42N6O5Pm | the ωB97M-V functional and the def2-TZVPD basis

Computed properties:
Energy relative to the best compared isomer or geometry (same formula, charge and spin) ... 0.0 kcal per mole
Total charge ... +1
2S+1 ... 5

Each line ends with the Löwdin charge.
Element x y z (Å)
1 Pm -1.10 0.28 0.11  1.769
2 O -0.64 2.89 -0.04  -0.170
3 C -1.15 3.44 -1.27  -0.192
4 C -2.60 3.08 -1.46  -0.150
5 N -2.78 1.62 -1.50  -0.235
6 C -4.05 1.23 -0.89  -0.089
7 C -4.02 1.26 0.65  -0.630
8 O -5.03 1.15 1.29  0.094
9 O -2.81 1.33 1.15  -0.267
10 C -2.62 1.08 -2.85  -0.082
11 C -2.16 -0.39 -2.84  -0.612
12 O -2.10 -1.03 -3.86  0.093
13 O -1.82 -0.83 -1.65  -0.270
14 H -1.24 3.17 0.67  0.084
15 H -0.52 3.02 -2.06  0.105
16 H -1.01 4.53 -1.27  0.134
17 H -3.01 3.56 -2.36  0.144
18 H -3.18 3.47 -0.61  0.138
19 H -4.29 0.20 -1.19  0.138
20 H -4.89 1.85 -1.23  0.146
21 H -1.83 1.63 -3.36  0.134
22 H -3.53 1.17 -3.45  0.145
23 N 0.99 -1.12 1.16  -0.038
24 C 0.97 -2.34 1.99  -0.243
25 C 0.56 -3.57 1.20  -0.186
26 C -0.78 -3.43 0.48  -0.184
27 C -1.95 -3.05 1.40  -0.218
28 N -2.54 -1.75 1.00  -0.048
29 H 1.62 -1.24 0.37  0.072
30 H 1.39 -0.36 1.71  0.056
31 H 0.29 -2.15 2.82  0.079
32 H 1.96 -2.52 2.43  0.123
33 H 0.52 -4.41 1.89  0.124
34 H 1.33 -3.82 0.47  0.115
35 H -1.01 -4.37 -0.03  0.120
36 H -0.70 -2.70 -0.33  0.071
37 H -1.61 -2.94 2.43  0.100
38 H -2.71 -3.83 1.40  0.121
39 H -3.26 -1.48 1.66  0.091
40 H -3.00 -1.87 0.10  0.078
41 N -0.44 1.39 2.66  0.036
42 C -0.27 0.44 3.70  -0.334
43 C 0.98 0.22 4.26  -0.059
44 C 1.15 -0.77 5.21  -0.077
45 C 0.08 -1.55 5.62  -0.083
46 C -1.18 -1.31 5.07  -0.076
47 C -1.36 -0.33 4.11  -0.041
48 H 0.22 2.16 2.73  0.104
49 H -1.39 1.77 2.67  0.070
50 H 1.83 0.84 3.96  0.117
51 H 2.13 -0.93 5.65  0.112
52 H 0.21 -2.32 6.37  0.109
53 H -2.03 -1.90 5.39  0.114
54 H -2.34 -0.13 3.70  0.115
55 C 3.92 2.31 -1.23  -0.057
56 C 3.11 2.18 -2.52  -0.191
57 N 2.71 0.81 -2.84  -0.068
58 C 3.57 0.06 -3.77  -0.192
59 C 4.69 -0.72 -3.10  -0.058
60 C 1.66 0.25 -2.23  -0.404
61 C 1.26 -1.14 -2.64  0.008
62 N 0.92 0.85 -1.33  0.017
63 H 4.12 3.36 -1.01  0.084
64 H 4.87 1.79 -1.31  0.069
65 H 3.38 1.88 -0.38  0.067
66 H 3.68 2.56 -3.36  0.124
67 H 2.21 2.80 -2.47  0.114
68 H 3.99 0.78 -4.47  0.122
69 H 2.94 -0.60 -4.37  0.111
70 H 5.37 -0.06 -2.57  0.067
71 H 5.26 -1.26 -3.85  0.086
72 H 4.31 -1.45 -2.39  0.069
73 H 1.05 -1.20 -3.71  0.103
74 H 0.35 -1.44 -2.13  0.048
75 H 2.06 -1.85 -2.42  0.090
76 H 1.28 1.77 -1.11  0.026

No. 6
ClF2H10N3O6S2Ti | the ωB97M-V functional and the def2-TZVPD basis

Computed properties:
Energy relative to the best compared isomer or geometry (same formula, charge and spin) ... 23.4 kcal per mole
Total charge ... -1
2S+1 ... 4

Each line ends with the natural charge from an NBO analysis.
Element x y z (Å)
1 Ti 0.18 0.57 -0.60  1.373
2 N -1.90 -1.26 1.14  -0.958
3 H -1.17 -1.70 0.53  0.478
4 H -1.79 -1.65 2.07  0.413
5 H -2.82 -1.14 0.73  0.437
6 H -1.43 -0.30 1.24  0.471
7 N -0.14 3.65 0.46  -0.936
8 H 0.40 4.24 1.08  0.408
9 H 0.35 3.25 -0.38  0.481
10 H -1.07 3.98 0.20  0.422
11 H -0.43 2.79 0.99  0.451
12 Cl -2.12 0.57 -2.21  -0.803
13 N 0.52 -1.75 -0.06  -1.333
14 S 0.87 -2.74 -1.45  2.175
15 O 0.93 -4.17 -1.37  -0.940
16 O 1.49 -2.04 -2.55  -0.951
17 F -0.66 -2.56 -1.98  -0.559
18 S 2.02 -1.94 0.41  2.328
19 O 2.89 -0.91 -0.20  -0.960
20 O 2.61 -3.23 0.71  -0.920
21 F 1.81 -1.35 1.89  -0.541
22 O 0.97 2.42 -1.59  -1.227
23 H 0.50 2.23 -2.40  0.467
24 O -0.97 1.27 1.26  -1.228
25 H -1.06 1.75 2.08  0.453

No. 7
C7H15N | the ωB97M-V functional and the def2-TZVPD basis

Computed properties:
Energy relative to the best compared isomer or geometry (same formula, charge and spin) ... 16.0 kcal per mole
Total charge ... 0
Structure (SMILES) ... C=C(CC)C[C@@H](C)N

Each line ends with the natural charge from an NBO analysis.
Element x y z (Å)
1 C -1.96 -1.05 0.40  -0.399
2 C -1.03 -0.17 0.72  0.027
3 C -1.40 1.23 1.12  -0.429
4 C -0.91 2.37 0.21  -0.598
5 C 0.44 -0.52 0.73  -0.449
6 C 1.09 -0.31 -0.66  -0.032
7 C 2.61 -0.32 -0.60  -0.618
8 N 0.62 -1.43 -1.53  -0.858
9 H -3.01 -0.79 0.30  0.186
10 H -1.76 -2.06 0.05  0.205
11 H -2.49 1.32 1.10  0.205
12 H -1.09 1.45 2.13  0.205
13 H 0.18 2.46 0.20  0.196
14 H -1.15 2.21 -0.84  0.201
15 H -1.36 3.26 0.54  0.210
16 H 0.64 -1.55 1.00  0.225
17 H 0.92 0.13 1.46  0.197
18 H 0.69 0.59 -1.13  0.181
19 H 3.01 -0.06 -1.56  0.211
20 H 2.90 0.42 0.14  0.211
21 H 2.94 -1.30 -0.26  0.207
22 H -0.01 -1.11 -2.25  0.362
23 H 1.40 -1.88 -1.98  0.355

No. 8
C6H18ClN4P | the ωB97M-V functional and the def2-TZVPD basis

Computed properties:
Total charge ... 0
2S+1 ... 3

Each line ends with the natural charge from an NBO analysis.
Element x y z (Å)
1 C 3.03 -0.61 1.39  -0.437
2 C 3.10 -0.48 -1.09  -0.421
3 C -2.87 0.82 0.85  -0.418
4 C -3.64 -1.33 0.13  -0.422
5 C 0.86 1.55 0.80  -0.442
6 C -1.33 -0.33 -1.58  -0.456
7 N 2.48 -0.01 0.21  -0.168
8 N -2.55 -0.49 0.61  -0.295
9 N 1.22 0.36 0.04  -0.378
10 N -1.41 -0.85 -0.18  -0.649
11 P -0.10 -1.15 0.77  0.782
12 Cl 0.63 -2.48 -0.44  -0.321
13 H 3.11 0.02 2.19  0.205
14 H 2.53 -1.54 1.74  0.206
15 H 3.96 -1.04 1.07  0.210
16 H 4.10 -0.81 -0.98  0.195
17 H 2.52 -1.34 -1.27  0.218
18 H 3.06 0.32 -1.82  0.212
19 H -2.04 1.44 1.13  0.195
20 H -3.02 1.40 -0.04  0.158
21 H -3.56 0.80 1.64  0.218
22 H -3.42 -2.33 0.49  0.211
23 H -4.58 -1.15 0.62  0.201
24 H -3.70 -1.39 -1.00  0.177
25 H 1.41 2.49 0.41  0.207
26 H -0.16 1.65 0.78  0.197
27 H 1.28 1.48 1.81  0.185
28 H -1.24 -1.21 -2.25  0.207
29 H -2.27 0.16 -1.72  0.199
30 H -0.47 0.27 -1.53  0.223

What did we get for E? Answer: -9359.0846 -16604.8132 -58737.6518 -171541.2585 -59229.4721 -79660.2748 -8991.7958 -34278.1924 eV, in the order shown.